## 1
23
Properties=species:S:1:pos:R:3:mulliken_charge:R:1 method="wB97M-V/def2-TZVPD" total_charge=0 smiles="C=NCCCC.O.O" homo_ha=-0.3279 homo_lumo_gap_ev=9.5
O -0.8130 -0.7336 -2.9581 -0.613
O 0.0960 -4.1411 -1.7753 -0.592
N -0.9401 2.8052 0.5432 -0.451
C 2.0220 0.0480 1.3734 -1.108
C -0.7773 0.1945 1.0384 -0.276
C 0.7794 -0.2554 0.6312 -0.327
C -0.0275 3.0497 -0.3023 -0.207
C -1.0909 1.6564 1.4302 -0.557
H -0.7033 -4.5166 -1.3665 0.315
H 0.2222 -4.6399 -2.5011 0.282
H -1.4298 -0.3811 0.1958 0.157
H 0.7860 -1.3031 0.3415 0.381
H -1.6337 -0.6751 -3.5150 0.317
H 1.9476 -0.5500 2.3266 0.306
H 1.9062 1.0664 1.8670 0.264
H -1.0712 -1.3562 -2.3146 0.297
H 0.7253 2.4547 -0.6732 0.252
H -0.6861 1.8999 2.4410 0.303
H -0.9263 -0.4053 2.0194 0.260
H -0.0508 4.0455 -0.7366 0.254
H 2.9557 -0.1508 0.7825 0.309
H -2.2212 1.7451 1.6565 0.297
H 0.9309 0.1426 -0.5038 0.138



## 2
23
Properties=species:S:1:pos:R:3:mulliken_charge:R:1 method="wB97M-V/def2-TZVPD" total_charge=0 smiles="CCC/C=C/N.O.O" homo_ha=-0.3153 homo_lumo_gap_ev=9.4
O 0.2562 3.5895 0.0577 -0.635
O -0.0864 1.0859 -2.8414 -0.686
N -1.8732 -1.3650 -1.6352 -0.573
C -0.9409 -1.1549 -0.5689 -0.358
C 1.0792 -0.9653 1.5860 -0.706
C -0.3510 -0.4779 1.8002 -0.508
C 1.9762 0.0585 0.8634 -0.945
C -1.3068 -0.8498 0.6674 -0.368
H 1.0953 -1.8985 1.0274 0.326
H -1.6242 -2.1898 -2.1642 0.236
H -0.5983 0.9848 -3.6548 0.294
H 1.5393 -1.1795 2.5532 0.394
H 2.9809 -0.1521 1.1486 0.371
H 0.8983 2.8801 0.0404 0.316
H 1.8145 1.1125 1.0810 0.151
H 0.0660 3.8171 -0.8574 0.322
H -2.3720 -0.7524 0.8531 0.261
H -0.7829 -0.9156 2.6988 0.338
H -0.4342 0.6082 1.8611 0.336
H 1.9461 -0.0743 -0.2210 0.290
H 0.0867 -1.2685 -0.8866 0.528
H -0.5712 0.6029 -2.1612 0.395
H -2.7974 -1.4958 -1.2476 0.222



## 3
23
Properties=species:S:1:pos:R:3:mulliken_charge:R:1 method="wB97M-V/def2-TZVPD" total_charge=0 smiles="CC/C=C(/C)N.O.O" homo_ha=-0.2798 homo_lumo_gap_ev=8.3
O -4.5929 0.7488 5.6039 -0.612
O 2.8132 2.5523 -1.1854 -0.665
N 0.0912 1.2629 -1.4750 -0.398
C 0.2278 -3.2645 -1.8670 -1.043
C 0.2782 -1.7578 -1.8830 -0.207
C 0.2516 -1.0760 -0.6249 -0.641
C 0.3548 0.2664 -0.4674 0.430
C 0.8821 0.7651 0.7848 -0.906
H -0.8615 -3.4685 -2.2440 0.208
H 1.3568 -0.0173 1.4582 0.299
H 0.0785 -3.5862 -0.8504 0.306
H 0.0697 -1.5554 0.2427 0.424
H -3.7469 0.9821 5.8030 0.295
H -0.4635 1.0440 -2.3746 0.196
H 0.9665 -3.9714 -2.3956 0.285
H -0.3871 -1.4251 -2.6080 0.463
H 0.2273 2.2542 -1.1323 0.264
H 1.7110 1.4316 0.5928 -0.123
H 2.9321 2.3131 -0.2024 0.331
H 0.2203 1.3277 1.4066 0.345
H 1.3436 -1.6346 -2.3071 0.103
H -4.4723 -0.1872 5.4134 0.317
H 2.6574 1.6443 -1.4799 0.329



Which of them is the least stable? Correct choice: 1.



## 1
23
Properties=species:S:1:pos:R:3:mulliken_charge:R:1 method="wB97M-V/def2-TZVPD" total_charge=0 smiles="CC(C)=C(C)N.O.O" homo_ha=-0.2846 homo_lumo_gap_ev=8.3
O -3.1260 1.7237 -0.6688 -0.641
O 3.7238 -0.2136 0.2066 -0.648
N 0.5807 0.5314 1.5989 -0.581
C -0.6837 -1.4249 -1.3639 -1.615
C 0.8320 0.6456 -1.3200 -1.371
C -0.0366 -0.3224 -0.5785 1.308
C -1.2829 -0.9907 1.5723 -1.506
C -0.2507 -0.2700 0.7530 0.168
H -0.0685 -2.0502 -2.0080 0.362
H -1.0228 -1.9411 2.0431 0.307
H 1.3707 0.9377 1.1133 0.280
H -1.2467 -0.8926 -2.1697 0.364
H 1.8344 0.7370 -0.8992 0.324
H 3.4037 -0.4740 -0.6636 0.339
H -2.1566 -1.1745 0.9367 0.421
H 0.3919 1.6476 -1.3265 0.227
H -1.6385 -0.2683 2.3094 0.422
H -2.3656 1.7536 -0.0368 0.313
H -1.4430 -1.9834 -0.8280 0.316
H 0.9514 0.2023 -2.3134 0.371
H 3.2752 -0.7885 0.8166 0.312
H 0.8900 0.0114 2.4043 0.216
H -2.9683 2.5238 -1.1927 0.311



## 2
23
Properties=species:S:1:pos:R:3:mulliken_charge:R:1 method="wB97M-V/def2-TZVPD" total_charge=0 smiles=CN(C)CCCO.O homo_ha=-0.3044 homo_lumo_gap_ev=9.1
O -0.6329 -2.4408 1.3212 -0.666
O 0.0808 -0.3103 2.7887 -0.619
N 0.5281 0.4924 -1.4574 -0.101
C 0.9537 -0.7333 -2.1824 -0.844
C 0.2435 1.1291 0.9219 -0.783
C -0.5981 1.0644 -2.1828 -1.033
C -0.4920 0.7868 2.1978 -0.580
C 0.2651 0.0662 -0.0699 -0.590
H 1.0473 -0.3093 2.9065 0.317
H -0.2910 1.7062 2.7589 0.288
H 1.2631 -1.5088 -1.4627 0.354
H -0.5804 -0.6351 -0.1331 0.591
H 1.3840 1.4034 1.0813 0.181
H 0.1649 -1.1799 -2.9782 0.253
H -1.4849 -2.8301 1.7090 0.308
H -1.4807 0.5707 2.1252 0.418
H -0.3273 -1.7931 1.8663 0.412
H 1.2126 -0.6122 0.0547 0.237
H 1.7250 -0.4627 -2.8327 0.334
H -1.1285 1.8548 -1.5488 0.240
H -0.0403 1.9918 0.4457 0.564
H -0.4268 1.4712 -3.2615 0.268
H -1.3853 0.2785 -2.0678 0.450



## 3
23
Properties=species:S:1:pos:R:3:mulliken_charge:R:1 method="wB97M-V/def2-TZVPD" total_charge=0 homo_ha=-0.3022 homo_lumo_gap_ev=8.8
O -2.3060 -2.1100 -1.0942 -0.629
O 1.0486 -0.4017 3.3638 -0.657
N -0.7467 1.6366 0.0104 -0.309
C -1.9125 1.1698 -0.7182 -0.888
C 0.3848 0.7596 0.1488 0.646
C 1.5715 -1.3243 -0.6037 -1.457
C 1.6577 1.5690 0.2519 -1.250
C 0.3484 -0.5219 -0.2087 -0.172
H -1.0064 1.9696 0.9249 0.258
H -2.3916 0.2930 -0.2665 0.319
H 1.9679 -0.9909 -1.5658 0.336
H 0.3164 -0.2999 2.7337 0.328
H 1.2746 -2.3685 -0.6961 0.404
H -1.9627 -1.9695 -1.9809 0.324
H 2.2650 1.3842 -0.6391 0.282
H -3.2665 -2.1060 -1.1285 0.301
H 2.4089 -1.3352 0.0968 0.314
H -1.6195 0.8569 -1.7211 0.279
H -0.5474 -1.0629 -0.5194 0.256
H 1.4345 -1.2256 3.0423 0.315
H 2.2587 1.4358 1.1524 0.250
H 1.4236 2.6286 0.1483 0.429
H -2.6013 2.0131 -0.7311 0.323



## 4
23
Properties=species:S:1:pos:R:3:mulliken_charge:R:1 method="wB97M-V/def2-TZVPD" total_charge=0 smiles=C[C@H](CO)N(C)C.O homo_ha=-0.3282 homo_lumo_gap_ev=9.8
O -0.7635 -2.0476 -1.5491 -0.542
O 2.2923 -1.6468 -1.2828 -0.693
N 0.5454 0.6577 0.1252 0.058
C 0.5842 2.0815 -0.1845 -0.926
C -0.6705 -0.0306 -0.4101 0.514
C -0.4409 -1.5139 -0.2444 -1.188
C -2.0420 0.4619 0.2122 -1.369
C 0.6443 0.5017 1.6075 -1.203
H -0.2430 0.7849 2.1590 0.337
H -2.8154 -0.3055 0.0920 0.421
H 1.0977 2.6467 0.5924 0.327
H 1.5747 0.9713 1.8450 0.490
H -1.1863 -2.1399 0.3179 0.272
H 0.8340 -0.5728 1.7665 0.316
H -2.4305 1.4362 -0.0059 0.391
H -0.0728 -2.5130 -2.0190 0.299
H -0.7345 0.2583 -1.4658 0.247
H 3.0965 -1.3914 -0.8075 0.304
H 1.6415 -0.9845 -0.9924 0.395
H 0.9798 2.4025 -1.1343 0.285
H 0.4866 -1.9107 0.1011 0.703
H -0.4788 2.4697 -0.0336 0.247
H -1.8986 0.3846 1.3104 0.316



Which of them is the least stable? Correct choice: 2.



## 1
16
Properties=species:S:1:pos:R:3:mulliken_charge:R:1 method="wB97M-V/def2-TZVPD" total_charge=+1 homo_ha=-0.5067 homo_lumo_gap_ev=10.6
O -0.1252 -2.8380 -1.6585 -0.599
O -1.1509 1.9012 -0.9999 -0.614
N -0.5925 0.5908 0.7376 0.009
N 1.4256 0.5678 1.6202 -0.105
C -0.0154 -0.4639 0.1657 -0.111
C 0.1375 1.3142 1.6279 -0.271
C 1.2397 -0.5205 0.7439 -0.368
H 2.0630 -1.2093 0.6156 0.409
H 2.2077 1.0077 2.0938 0.240
H -1.5813 0.9975 0.5077 0.371
H -0.1546 2.1400 2.1694 0.393
H -0.7908 -3.4270 -2.0267 0.299
H 0.7233 -2.8460 -1.9235 0.275
H -0.8149 1.8550 -1.9000 0.306
H -2.0283 2.0486 -1.1666 0.305
H -0.5429 -1.1182 -0.6067 0.462



## 2
16
Properties=species:S:1:pos:R:3:mulliken_charge:R:1 method="wB97M-V/def2-TZVPD" total_charge=+1 homo_ha=-0.5149 homo_lumo_gap_ev=11.1
O -2.3140 1.2526 1.1207 -0.649
O -1.3615 -0.3264 -0.8503 -0.607
N 1.2970 0.6359 -0.6691 -0.005
N 0.8759 -0.8104 0.9200 -0.027
C 2.1208 -0.5279 -0.8578 -0.346
C 0.5637 0.3628 0.4256 -0.204
C 1.8739 -1.4269 0.1384 -0.251
H 1.5279 1.4042 -1.2639 0.244
H 2.5733 -0.8481 -1.7812 0.344
H -2.9217 1.4195 1.8618 0.301
H -0.1907 1.0354 0.7665 0.533
H -2.4064 2.0682 0.5584 0.346
H -1.6168 -0.1502 -1.7640 0.287
H -2.1832 -0.2502 -0.3438 0.336
H 1.9289 -2.4889 0.2510 0.381
H 0.2329 -1.3495 1.4876 0.318



## 3
16
Properties=species:S:1:pos:R:3:mulliken_charge:R:1 method="wB97M-V/def2-TZVPD" total_charge=+1 homo_ha="-0.5346 / -0.5345" homo_lumo_gap_ev="10.0 / 10.0"
O -1.0577 2.0394 -1.0980 -0.233
O 1.5092 0.3018 -0.1221 -0.429
N 0.1738 0.1337 -0.4717 0.346
N -0.4216 2.2762 1.6328 -0.502
C -0.4998 -0.8281 0.4194 -0.759
C -0.4509 1.4546 -0.2934 0.207
C 0.0356 -0.2333 -1.8948 -0.876
H 0.5075 0.5304 -2.5169 0.355
H -1.0207 -0.2848 -2.1597 0.411
H -0.1439 -0.6786 1.4383 0.359
H 0.5012 -1.1996 -2.0807 0.421
H 2.0467 -0.4517 -0.4248 0.382
H -1.5749 -0.6616 0.4046 0.363
H -0.7404 3.2119 1.4038 0.285
H -0.2881 -1.8459 0.0948 0.392
H 0.5775 2.2996 1.8189 0.277



Which of them is the least stable? Correct choice: 3.